{"formula": "C2H6N4S", "method": "ωB97M-V with the def2-TZVPD basis set", "species": ["C", "C", "N", "N", "N", "N", "S", "H", "H", "H", "H", "H", "H"], "coordinates": [[-0.114, -0.045, 0.632], [0.899, -0.938, -0.081], [-1.453, -0.640, 0.466], [-0.012, 1.283, 0.155], [-2.293, 1.377, -0.139], [-2.365, 0.105, 0.048], [-3.940, -0.351, -0.094], [-0.058, -0.142, 1.684], [1.765, -1.121, 0.418], [1.104, -0.459, -1.029], [0.490, -1.881, -0.309], [-0.269, 1.968, 0.953], [-1.860, 1.737, -1.022]], "lowdin_charge": [-0.49, -0.03, 0.09, 0.11, 0.04, -0.85, 0.63, 0.12, 0.04, 0.08, 0.06, 0.09, 0.11], "lumo_ha": [-0.040, -0.054], "charge": 0, "homo_lumo_gap_ha": [0.289, 0.273], "e_above_lowest_ev": 6.8340}

=====

{"formula": "C44H77N9O8", "method": "ωB97M-V with the def2-TZVPD basis set", "species": ["C", "C", "O", "C", "H", "H", "H", "H", "H", "H", "C", "C", "O", "C", "H", "H", "H", "H", "H", "H", "C", "C", "O", "C", "H", "H", "H", "H", "H", "H", "C", "C", "O", "C", "H", "H", "H", "H", "H", "H", "C", "C", "O", "N", "C", "H", "H", "H", "H", "H", "H", "H", "C", "C", "O", "N", "C", "H", "H", "H", "H", "H", "H", "H", "C", "C", "O", "N", "C", "H", "H", "H", "H", "H", "H", "H", "C", "C", "O", "N", "C", "H", "H", "H", "H", "H", "H", "H", "N", "C", "C", "C", "C", "H", "H", "H", "H", "H", "N", "C", "C", "C", "C", "H", "H", "H", "H", "H", "N", "C", "C", "C", "C", "H", "H", "H", "H", "H", "N", "C", "C", "C", "C", "H", "H", "H", "H", "H", "N", "C", "C", "C", "C", "H", "H", "H", "H", "H"], "coordinates": [[5.339, 1.425, 0.926], [4.762, 2.814, 1.083], [5.505, 3.748, 1.291], [3.278, 2.977, 0.882], [6.405, 1.493, 1.140], [5.186, 0.991, -0.063], [4.894, 0.739, 1.649], [2.947, 3.983, 1.114], [2.817, 2.297, 1.608], [3.056, 2.634, -0.129], [-0.028, -0.702, -1.240], [-0.478, -0.239, 0.122], [-1.498, -0.675, 0.614], [0.311, 0.827, 0.828], [-0.883, -1.018, -1.833], [0.561, -1.624, -1.173], [0.629, 0.012, -1.735], [0.252, 1.779, 0.294], [1.344, 0.517, 0.992], [-0.144, 0.974, 1.807], [0.546, -3.528, -3.742], [0.414, -2.423, -4.756], [0.180, -1.286, -4.411], [0.370, -2.832, -6.200], [0.985, -3.171, -2.816], [1.112, -4.374, -4.146], [-0.443, -3.961, -3.559], [-0.485, -3.498, -6.337], [1.288, -3.335, -6.509], [0.248, -1.964, -6.846], [0.187, -1.662, 4.173], [-1.105, -2.147, 4.785], [-1.142, -2.598, 5.905], [-2.298, -2.122, 3.879], [0.692, -2.487, 3.665], [0.851, -1.271, 4.943], [0.015, -0.871, 3.440], [-3.144, -2.690, 4.261], [-2.021, -2.483, 2.886], [-2.648, -1.090, 3.761], [5.164, 2.461, -3.291], [3.764, 1.897, -3.309], [3.359, 1.218, -2.371], [3.037, 2.119, -4.420], [1.679, 1.627, -4.607], [5.322, 3.287, -3.985], [5.884, 1.674, -3.514], [5.381, 2.822, -2.287], [3.339, 2.818, -5.076], [0.993, 2.475, -4.657], [1.380, 1.007, -3.769], [1.617, 1.037, -5.518], [3.334, -1.584, -0.334], [2.801, -2.500, 0.748], [1.690, -2.279, 1.229], [3.604, -3.460, 1.241], [3.129, -4.371, 2.273], [2.847, -0.626, -0.209], [3.041, -2.043, -1.282], [4.421, -1.521, -0.308], [4.515, -3.575, 0.835], [2.367, -5.040, 1.867], [2.685, -3.811, 3.093], [3.969, -4.958, 2.632], [6.293, 0.594, 5.957], [4.855, 0.429, 5.499], [3.919, 0.872, 6.126], [4.710, -0.191, 4.294], [3.418, -0.328, 3.667], [6.831, -0.355, 5.907], [6.297, 0.917, 6.993], [6.798, 1.331, 5.333], [5.527, -0.348, 3.732], [2.960, -1.291, 3.923], [3.441, -0.393, 2.578], [2.719, 0.451, 3.964], [-4.359, 0.767, 1.039], [-5.568, 1.653, 0.903], [-5.691, 2.728, 1.477], [-6.568, 1.158, 0.121], [-7.833, 1.847, -0.070], [-3.465, 1.223, 0.612], [-4.442, -0.162, 0.471], [-4.182, 0.559, 2.091], [-6.452, 0.290, -0.371], [-8.597, 1.119, -0.333], [-7.767, 2.595, -0.864], [-8.106, 2.353, 0.853], [-2.259, 3.709, -0.423], [-2.917, 4.465, 0.501], [-2.113, 5.530, 0.816], [-0.912, 5.395, 0.056], [-1.047, 4.267, -0.708], [-2.606, 2.858, -0.856], [-3.933, 4.231, 0.780], [-2.336, 6.322, 1.511], [-0.072, 6.065, 0.134], [-0.414, 3.890, -1.493], [-4.057, -3.692, -4.727], [-3.716, -3.600, -3.408], [-3.153, -2.377, -3.201], [-3.138, -1.708, -4.462], [-3.678, -2.544, -5.392], [-4.413, -4.511, -5.183], [-3.930, -4.402, -2.722], [-2.736, -1.970, -2.298], [-2.788, -0.700, -4.625], [-3.787, -2.480, -6.460], [-0.605, 3.677, 2.856], [-1.309, 2.626, 3.366], [-0.484, 1.981, 4.252], [0.736, 2.702, 4.317], [0.630, 3.740, 3.423], [-0.969, 4.256, 2.104], [-2.357, 2.494, 3.158], [-0.658, 1.067, 4.799], [1.562, 2.458, 4.967], [1.387, 4.438, 3.109], [-3.939, 2.776, -3.337], [-4.028, 1.794, -2.394], [-2.818, 1.162, -2.300], [-1.940, 1.820, -3.216], [-2.657, 2.811, -3.831], [-4.708, 3.301, -3.711], [-4.960, 1.557, -1.908], [-2.626, 0.314, -1.665], [-0.909, 1.556, -3.377], [-2.373, 3.556, -4.554], [-0.782, -3.978, 0.820], [-0.872, -5.068, 1.634], [-1.881, -5.871, 1.157], [-2.387, -5.252, -0.017], [-1.662, -4.105, -0.223], [-0.076, -3.256, 0.852], [-0.296, -5.101, 2.544], [-2.200, -6.796, 1.607], [-3.101, -5.689, -0.698], [-1.628, -3.370, -1.008]], "lowdin_charge": [-0.02, -0.49, 0.06, -0.01, 0.08, 0.07, 0.04, 0.08, 0.07, 0.07, -0.02, -0.48, 0.05, 0.00, 0.05, 0.06, 0.08, 0.08, 0.06, 0.06, -0.01, -0.49, 0.05, -0.02, 0.06, 0.08, 0.09, 0.09, 0.08, 0.08, -0.03, -0.50, 0.07, -0.01, 0.06, 0.08, 0.07, 0.08, 0.07, 0.08, 0.01, -0.55, 0.01, 0.02, -0.06, 0.08, 0.09, 0.08, 0.13, 0.08, 0.05, 0.08, 0.01, -0.54, 0.00, 0.02, -0.05, 0.06, 0.09, 0.08, 0.13, 0.08, 0.07, 0.09, 0.00, -0.55, 0.06, 0.01, -0.07, 0.08, 0.08, 0.08, 0.12, 0.07, 0.06, 0.08, 0.00, -0.55, 0.03, -0.01, -0.07, 0.06, 0.08, 0.09, 0.12, 0.08, 0.08, 0.08, 0.04, -0.12, -0.13, -0.12, -0.15, 0.09, 0.10, 0.10, 0.09, 0.10, 0.00, -0.14, -0.11, -0.11, -0.13, 0.14, 0.10, 0.06, 0.09, 0.10, 0.03, -0.14, -0.12, -0.10, -0.14, 0.08, 0.11, 0.09, 0.09, 0.10, 0.03, -0.14, -0.12, -0.10, -0.12, 0.15, 0.10, 0.07, 0.07, 0.11, 0.03, -0.15, -0.11, -0.11, -0.13, 0.09, 0.11, 0.09, 0.08, 0.08], "lumo_ha": 0.008, "charge": 0, "homo_lumo_gap_ha": 0.288}

=====

{"formula": "C19H22N7ORh", "method": "ωB97M-V with the def2-TZVPD basis set", "species": ["Rh", "O", "C", "C", "C", "C", "C", "C", "C", "N", "C", "C", "N", "H", "H", "H", "H", "H", "H", "H", "N", "C", "C", "N", "C", "C", "N", "C", "C", "N", "H", "H", "H", "H", "H", "H", "C", "C", "C", "C", "N", "H", "H", "H", "H", "H", "H", "H", "H", "H"], "coordinates": [[-0.261, -0.608, -0.497], [-1.848, 0.593, -0.856], [-2.809, 0.942, -0.063], [-3.578, 2.079, -0.415], [-4.656, 2.491, 0.327], [-5.033, 1.785, 1.474], [-4.297, 0.691, 1.855], [-3.179, 0.249, 1.126], [-2.418, -0.890, 1.584], [-1.317, -1.414, 1.044], [-0.928, -2.472, 1.837], [-1.804, -2.613, 2.856], [-2.734, -1.613, 2.689], [-3.274, 2.614, -1.306], [-5.215, 3.371, 0.034], [-5.894, 2.089, 2.053], [-4.599, 0.159, 2.750], [-0.059, -3.069, 1.622], [-1.844, -3.315, 3.669], [-3.519, -1.440, 3.286], [3.149, -2.400, 1.043], [2.855, -3.465, 0.184], [1.727, -3.126, -0.487], [1.305, -1.880, -0.108], [2.199, -1.414, 0.819], [2.030, -0.162, 1.394], [0.964, 0.609, 1.057], [1.082, 1.777, 1.754], [2.195, 1.755, 2.535], [2.799, 0.517, 2.320], [4.028, -2.269, 1.504], [3.455, -4.357, 0.156], [1.194, -3.707, -1.222], [0.349, 2.561, 1.658], [2.598, 2.480, 3.219], [3.674, 0.221, 2.704], [2.772, 1.168, -2.163], [1.454, 0.748, -2.844], [1.760, -0.194, -4.029], [0.704, 2.001, -3.342], [0.648, 0.076, -1.921], [3.410, 1.686, -2.880], [3.295, 0.287, -1.789], [2.560, 1.831, -1.323], [2.367, 0.321, -4.775], [0.829, -0.523, -4.491], [2.302, -1.070, -3.670], [1.296, 2.516, -4.099], [0.522, 2.674, -2.504], [-0.257, 1.713, -3.768]], "lowdin_charge": [1.13, -0.22, -0.36, -0.02, -0.09, -0.11, -0.06, -0.09, -0.24, -0.04, -0.11, -0.07, 0.11, 0.11, 0.10, 0.09, 0.10, 0.10, 0.11, 0.14, 0.07, -0.12, -0.17, -0.12, -0.30, -0.31, 0.01, -0.16, -0.12, 0.07, 0.13, 0.09, 0.10, 0.10, 0.09, 0.13, -0.04, -0.71, -0.04, -0.04, 0.02, 0.08, 0.08, 0.08, 0.08, 0.08, 0.08, 0.08, 0.08, 0.08], "s2": 6.033, "lumo_ha": [0.026, -0.003], "charge": 0, "homo_lumo_gap_ha": [0.186, 0.261], "multiplicity": 5}

=====

Max |F| values, unit eV/A, following the record order: 4.14 1.24 0.83.